Computed, not measured: a cluster of 3 separate species, C3H12N2O in total, with ωB97M-V/def2-TZVPD.

Geometry as XYZ:
```
18
Properties=species:S:1:pos:R:3
H -2.360 0.870 1.171
H 0.562 -2.279 1.146
H -0.248 1.643 -3.664
N -1.134 1.155 -3.640
C -1.358 1.022 1.566
N -0.836 2.281 1.140
H -1.743 1.479 -2.897
H -0.902 0.189 -3.436
H -1.402 0.911 2.659
H 3.330 -2.700 -0.168
O -0.563 -0.071 1.110
C 1.315 -2.292 0.368
H 0.257 -0.097 1.611
H 0.877 -2.395 -0.615
H -1.471 2.954 0.754
H 0.066 2.310 0.702
H 3.002 -2.530 1.602
C 2.607 -2.451 0.592
```

Properties
**Energy relative to the best compared isomer or geometry (same formula, charge and spin)**: 150.2 kJ/mol
**Gap between HOMO and LUMO**: 0.368 Eh
**LUMO**: 0.030 Ha
**HOMO**: -0.338 hartree
**Max |F|**: 0.0179 Eh/bohr
**SMILES**: C=C.NCO.N

=====

Computed, not measured: a structure of composition C26H22ClO2PW at a distorted geometry, with ωB97M-V/def2-TZVPD.

Geometry as XYZ:
```
53
Properties=species:S:1:pos:R:3
H 0.320 1.955 -4.065
H 1.182 0.705 4.510
C 2.907 -0.610 4.546
H -1.117 1.938 -3.053
H 0.121 3.584 3.837
H -0.963 3.594 1.069
H 1.395 5.213 5.148
C 3.983 -1.141 3.829
O -2.885 -0.814 0.912
H -4.269 2.532 3.614
H 2.582 -1.117 -0.439
H 3.732 5.812 4.502
H 4.674 -1.836 4.309
C 2.149 0.544 2.574
C -0.175 -0.604 -2.298
C 1.703 3.232 2.375
C -3.265 2.330 3.234
H 0.398 -2.510 -1.269
P 1.021 1.673 1.657
H -1.052 -0.877 -2.878
C 1.750 -0.726 -1.005
C -2.546 1.231 3.706
H 0.325 2.800 -2.505
C 0.471 0.683 -2.347
C -1.260 0.963 3.238
C 3.287 0.095 1.879
O -0.184 -1.950 2.076
C -0.025 1.906 -3.028
W -0.019 0.241 -0.251
C -0.071 -1.180 1.195
C 1.670 0.596 -1.559
H 3.488 0.445 0.862
C -0.681 1.852 2.331
H 2.779 -0.852 5.600
H 5.035 -1.156 1.931
H 4.719 4.851 2.422
C 1.851 4.772 4.261
Cl -2.674 1.204 -0.872
H -0.720 0.076 3.577
C -2.132 -0.150 0.261
H 2.392 1.401 -1.473
C 0.601 -1.462 -1.454
H -3.272 4.021 1.876
C 2.987 3.649 1.962
C 1.990 0.248 3.930
C 3.708 4.571 2.722
H 3.436 3.201 1.073
C 3.154 5.117 3.889
H -2.990 0.564 4.445
C 1.127 3.847 3.506
C -1.418 2.935 1.815
C 4.182 -0.776 2.495
C -2.708 3.172 2.267
```

Properties
**Gap between HOMO and LUMO (spin up / spin down)**: 0.226 / 0.187 Eh
**LUMO (spin up / spin down)**: -0.312 / -0.352 Ha
**HOMO (spin up / spin down)**: -0.538 / -0.539 hartree
**Max |F|**: 0.1325 Eh/bohr
**Charge**: +2
**Expectation value of S²**: 2.02
**Spin multiplicity**: 3

=====

Computed, not measured: a cluster of 2 separate species, CH8NO in total at a distorted geometry, with ωB97M-V/def2-TZVPD.

Geometry as XYZ:
```
11
Properties=species:S:1:pos:R:3
H -1.913 -0.491 0.188
C 0.585 1.354 0.428
H 1.961 0.017 0.054
H -1.137 -1.840 0.519
H -0.206 1.105 1.118
N -1.384 -1.242 -0.273
H -2.009 -1.667 -0.956
O 1.020 0.070 -0.141
H 0.330 2.029 -0.381
H -0.522 -0.764 -0.599
H 1.397 1.824 0.907
```

Properties
**Energy relative to the best compared isomer or geometry (same formula, charge and spin)**: 76.6 kJ/mol
**Gap between HOMO and LUMO**: 0.420 Eh
**LUMO**: -0.146 Ha
**HOMO**: -0.567 hartree
**Max |F|**: 0.0346 Eh/bohr
**Charge**: +1

=====

Computed, not measured: an isolated molecule of C3H7NO2S2 at a distorted geometry, with ωB97M-V/def2-TZVPD.

Geometry as XYZ:
```
15
Properties=species:S:1:pos:R:3
H -0.067 1.776 -1.109
H 0.353 0.749 -2.342
C -0.742 -0.134 0.631
O 1.928 1.992 0.332
C 0.160 0.760 -1.298
H 1.100 -1.341 1.141
C 0.724 -0.341 1.056
H -0.151 -1.055 -1.102
H -1.163 0.840 0.938
S 1.746 0.649 -0.180
N -0.716 -0.187 -0.866
S 3.372 -0.793 0.126
H 1.072 0.059 1.942
H -1.338 -0.971 1.069
O 4.732 -0.243 -0.064
```

Properties
**Energy relative to the best compared isomer or geometry (same formula, charge and spin)**: 431.9 kJ/mol
**Gap between HOMO and LUMO (spin up / spin down)**: 0.268 / 0.268 Eh
**LUMO (spin up / spin down)**: -0.018 / -0.018 Ha
**HOMO (spin up / spin down)**: -0.286 / -0.286 hartree
**Max |F|**: 0.0599 Eh/bohr